Computed, not measured: 2 unconnected molecules or ions with the total composition C31H62N2O4, with ωB97M-V/def2-TZVPD.

The calculation puts the relative energy (zero: lowest compared OMol25 entry of this formula, charge and spin) at 284.6 kJ/mol. Its HOMO-LUMO gap is 5.54 eV. The calculation puts the electronic energy at -44318.6989 eV. Its net charge is 0. As for the HOMO energy: -0.2174 hartree.

```
99
Properties=species:S:1:pos:R:3:forces:R:3:lowdin_charge:R:1
H 1.09352 4.64538 -3.74790 -0.08 0.01 -0.02 0.11
H -6.82852 -4.60128 5.84748 -0.04 0.03 0.02 0.13
H 1.65202 2.58972 -3.97686 0.12 -0.06 -0.04 0.11
H -9.03549 -1.86782 6.30394 0.17 -0.11 0.09 0.09
H 0.97774 -3.01491 -1.01520 0.07 -0.09 0.04 0.11
H 2.14073 1.87490 -5.51150 0.02 -0.02 0.07 0.10
H -3.24448 -2.64383 1.26600 0.14 0.01 -0.08 0.15
H -0.59237 -1.77524 0.02738 0.12 0.10 0.05 0.11
H -2.32788 -3.99060 5.40099 0.00 0.04 0.01 0.15
H -3.62996 -0.31900 1.00963 0.00 -0.02 0.05 0.11
H 2.88005 -1.15376 0.45629 0.04 0.08 -0.04 0.12
H 4.40117 -2.57110 -0.60802 -0.06 -0.08 -0.01 0.11
H -6.68864 -1.56599 5.70451 -0.02 0.00 0.01 0.13
C 0.34396 0.16693 -4.17698 0.01 0.05 0.05 -0.21
H -3.00077 -2.42861 4.86469 -0.06 -0.02 -0.01 0.15
H -0.43267 3.16718 0.00794 -0.01 -0.04 -0.02 0.06
H 4.36508 -0.22955 -1.65728 0.04 -0.03 0.00 0.11
H 1.61752 -3.50199 2.82052 -0.08 -0.10 0.01 0.15
C 2.48907 -1.59746 -0.46367 -0.14 0.15 -0.03 -0.22
H -0.20744 -4.87828 3.68196 0.04 0.02 0.15 0.15
C -2.64947 -0.54534 1.43698 0.07 0.07 -0.10 -0.27
C 3.63277 -2.19421 -1.29006 0.06 0.00 0.10 -0.22
H -0.00815 -3.70706 5.03492 -0.05 -0.14 0.00 0.12
H 3.74906 8.68205 -3.88000 -0.01 -0.02 0.01 0.06
C 0.51266 -1.17875 4.83554 -0.04 0.13 0.21 0.04
H 4.37679 7.07678 -4.21602 -0.01 0.02 0.02 0.06
H 5.31521 -1.46589 -2.42910 -0.03 -0.06 -0.01 0.10
H -2.52750 1.32638 2.13547 -0.09 0.02 0.08 0.07
O -5.10268 -3.50061 5.49881 0.03 0.08 -0.10 -0.12
C 1.01627 -1.66706 3.71770 0.06 0.18 -0.38 -0.11
H -0.17670 -1.71784 5.47842 0.04 0.06 -0.02 0.05
H 0.04989 3.65203 -6.19332 0.07 -0.03 -0.09 0.10
C -1.55228 -2.64990 2.49419 -0.22 0.34 0.15 -0.07
H 1.83402 -3.42676 0.45523 0.00 0.02 0.03 0.11
C -2.77996 -1.97339 1.99935 -0.12 0.10 0.06 -0.07
C -0.20643 -3.82255 3.97269 -0.23 -0.20 -0.23 -0.06
C 3.58901 7.61953 -3.69052 -0.06 0.09 -0.06 -0.11
H 1.75631 3.87918 -6.51496 -0.04 0.03 -0.02 0.10
C -4.75592 -4.52630 4.61426 0.10 0.01 0.05 -0.23
C 1.02951 3.72674 -5.71288 -0.08 -0.02 0.10 -0.20
H 1.66393 -1.03036 3.13347 0.07 0.17 -0.13 0.10
H 4.21436 -1.16608 -4.38881 0.01 0.08 -0.02 0.11
C 1.39163 -2.58640 -0.09501 0.03 -0.01 -0.01 -0.19
N -2.36534 0.39654 2.50935 0.14 -0.15 0.16 0.01
H 0.09327 5.51458 -4.89349 0.02 -0.01 0.02 0.11
H 0.81136 -1.50648 -5.45398 0.01 0.06 -0.08 0.11
H 1.14733 3.97358 0.02146 0.01 -0.03 0.02 0.06
N -1.53722 -3.25811 3.64189 0.20 0.10 -0.05 0.03
H 0.66928 0.41664 -3.15972 0.06 0.00 -0.04 0.11
H 3.27647 -3.06045 -1.85621 0.01 0.03 -0.05 0.10
H -3.47796 -1.90586 2.83392 -0.06 -0.04 -0.11 0.11
H -6.26490 -3.61487 7.19589 0.06 0.03 -0.04 0.13
H 1.58522 6.92518 -3.26517 0.01 0.06 0.00 0.10
H 3.13244 5.37758 -4.93646 -0.02 0.00 -0.07 0.11
H -1.92665 -0.46678 0.62229 0.02 -0.09 0.04 0.09
H -1.34266 0.43583 2.62421 0.07 0.13 -0.19 0.04
C 1.32297 2.38849 -5.00169 -0.08 0.07 -0.05 -0.21
H 2.36078 -2.58294 -4.14110 0.00 -0.03 0.12 0.11
C 0.64280 3.00342 0.10428 -0.02 0.01 0.00 -0.10
O -3.66883 -4.10336 3.82969 -0.19 0.02 -0.05 -0.07
C 2.19181 5.92427 -5.06329 -0.04 -0.02 0.10 -0.23
C 2.20283 -1.55762 -3.79775 0.04 0.08 -0.09 -0.21
C -7.27803 -2.48798 5.69087 -0.04 -0.05 0.08 -0.23
C 3.56150 -0.87997 -3.56040 -0.11 0.09 0.12 -0.18
H 0.53619 -0.94404 1.09792 -0.12 0.15 -0.16 0.08
C 0.25063 -1.93150 0.70444 -0.05 0.08 0.09 -0.14
H 3.41791 0.20142 -3.65320 -0.01 -0.03 0.00 0.10
H -0.61203 -0.35471 -4.06823 0.03 0.01 0.11 0.11
O 0.25999 1.10313 1.53529 0.17 -0.32 0.08 -0.31
H -7.66111 -2.64474 4.67742 0.08 0.02 -0.03 0.12
H 1.68709 7.98138 -4.65539 -0.08 -0.04 0.04 0.10
C 2.19118 7.15862 -4.14439 0.02 -0.11 0.01 -0.26
C -0.21862 -2.82725 1.83525 0.15 -0.42 -0.02 -0.18
C 0.09913 1.47415 -4.92939 0.09 0.02 0.07 -0.22
O -8.33992 -2.45021 6.63314 -0.15 0.10 -0.14 -0.06
H 2.01970 -0.23242 -5.48691 -0.01 -0.10 -0.07 0.09
H -4.48324 -5.43984 5.16519 0.01 0.05 0.06 0.14
H -0.31989 -3.85072 1.41944 -0.02 0.02 -0.01 0.17
C -6.38002 -3.63860 6.11028 -0.06 -0.08 0.02 -0.18
H -0.26321 1.26357 -5.94224 0.00 0.02 0.01 0.11
H 0.65377 3.00604 2.23551 -0.04 -0.01 0.00 0.11
C -2.66937 -3.41435 4.53615 -0.03 -0.10 0.13 -0.14
C 1.35299 -0.79449 -4.82730 0.00 0.02 0.05 -0.20
H 0.77063 -0.17314 5.13443 -0.01 0.01 0.09 0.07
H -5.56987 -4.74260 3.91610 0.07 -0.04 -0.02 0.15
H 1.64187 -1.60457 -2.86403 -0.05 -0.15 -0.04 0.08
C 1.03363 4.96349 -4.79424 -0.01 0.09 0.04 -0.22
H 2.72339 1.66600 2.52283 -0.05 -0.06 -0.04 0.06
C 0.94060 2.28359 1.43228 -0.07 0.07 0.08 -0.67
C 0.69297 -2.98845 3.08780 0.11 -0.05 -0.03 -0.23
C 2.46831 2.13033 1.56545 -0.02 -0.05 0.07 -0.10
C 4.28634 -1.16597 -2.21799 -0.01 0.05 -0.05 -0.19
H 2.99259 3.09078 1.51470 -0.04 0.03 -0.02 0.06
H 2.13586 6.24600 -6.10760 0.17 -0.06 -0.02 0.11
H 3.73210 7.46375 -2.62101 0.05 -0.07 -0.03 0.07
H -0.69316 2.02393 -4.41016 -0.06 -0.03 -0.10 0.12
H 2.84374 1.49518 0.75829 0.02 -0.09 -0.03 0.05
H 0.96780 2.36936 -0.72721 -0.01 -0.03 -0.03 0.05
H 2.03059 -0.76371 -1.00747 0.02 -0.01 0.09 0.11
```
Positions in Å, forces in eV/Å.